[1]
106
Properties=species:S:1:pos:R:3:mulliken_charge:R:1 method="wB97M-V/def2-TZVPD" gap_ev="5.392 / 5.170" relative_energy_kj_mol=39.5 e_tot_ev=-118918.4365 homo_energy_ev="-3.28 / -3.27" total_charge=-1 spin_multiplicity=6
H -0.036 -6.770 -2.871 0.442
C -3.208 1.301 -1.107 -0.890
C -0.369 -1.945 -3.755 -0.069
C 1.391 -0.784 -4.777 0.298
O 3.702 -2.022 5.691 -0.648
C 0.018 3.995 1.579 -0.352
H -0.634 6.682 3.478 0.425
C 1.993 -0.493 -3.570 -0.813
C 3.309 3.211 2.376 -0.095
F -6.279 1.485 1.702 -0.369
C 1.629 -1.662 4.647 0.123
C 1.958 -3.253 0.557 0.151
C 0.206 -1.706 -2.498 -1.210
H 1.568 -2.455 -0.022 0.434
H -3.368 3.469 -1.074 0.626
C -4.771 2.616 0.204 -0.769
O -1.085 -2.939 0.747 -0.217
C 3.327 -3.428 0.690 -1.200
O -1.119 -4.979 1.541 -0.914
H 4.922 -4.594 1.523 0.408
C 0.198 -1.464 -4.911 -0.739
C -3.242 3.681 -5.546 -0.644
C -0.672 6.039 2.638 -1.001
C 1.265 -1.357 3.333 -0.374
H 0.789 4.650 3.439 0.419
C -5.298 1.469 0.760 0.174
H 5.293 3.486 3.041 0.428
C 0.655 2.049 2.941 0.123
H 0.069 2.232 -0.291 -0.677
O 0.712 1.922 0.414 0.807
C -0.985 -3.740 -1.730 -0.599
H -2.404 5.511 -0.200 0.466
C -0.983 3.138 -6.131 -0.655
H -0.167 3.141 -6.842 0.443
C -0.807 -2.252 3.595 -0.781
C -1.602 6.237 1.621 -0.513
C 3.850 -4.468 1.448 -0.461
F 2.038 -0.367 -5.908 -0.412
C -3.748 2.519 -0.721 -0.215
N 3.276 0.024 4.804 -0.198
O 1.094 2.522 3.980 -0.778
O -0.138 1.071 2.831 -0.783
C -0.440 -4.029 1.099 0.981
C -4.768 0.243 0.396 -0.321
C 1.626 -5.177 1.960 0.474
H -1.080 3.516 -0.275 0.031
C -0.179 -4.763 -2.144 0.204
H -1.286 -2.505 -3.825 0.505
C -2.371 -3.952 -1.754 0.338
H -2.491 -7.166 -2.811 0.376
C 3.011 -5.369 2.059 -0.958
H 0.126 2.033 -4.702 0.324
H 2.890 0.099 -3.535 0.457
C -0.704 -6.002 -2.536 -0.970
C 1.061 -4.138 1.184 0.308
C -3.068 3.057 -4.303 -0.265
C -0.831 2.528 -4.913 -0.415
H 1.927 -0.808 2.714 0.952
H -1.725 -2.519 3.069 0.539
C -1.853 2.473 -3.982 -0.167
H -3.896 2.931 -3.649 0.439
C -0.515 -2.668 4.891 -1.174
F -2.375 4.284 -7.695 -0.361
H 2.935 3.013 3.379 0.501
C -2.055 -6.216 -2.546 -0.588
H 2.578 0.709 4.597 0.162
C -0.874 4.203 0.556 0.139
C -0.473 -2.334 -1.344 2.058
H -2.263 7.093 1.680 0.395
N 0.097 -1.662 2.822 1.018
C 0.959 2.814 1.522 2.371
C -2.888 -5.178 -2.117 -0.782
H -0.203 -1.724 -5.890 0.422
H 4.025 -2.744 0.186 0.421
H -0.110 -5.941 2.298 0.386
C -3.754 0.177 -0.542 -0.079
H -3.053 -3.136 -1.479 0.093
H 0.997 -2.609 6.408 0.534
C 4.181 4.037 -0.096 -1.016
H -3.952 -5.352 -2.051 0.439
O 0.847 -6.123 2.564 -0.747
H -1.289 -3.162 5.477 0.443
C 0.734 -2.384 5.397 -0.327
H 2.159 3.722 -0.752 0.420
C 5.099 3.972 0.952 -0.475
C 0.104 4.903 2.627 -0.179
C 2.861 3.656 0.088 -0.117
C 2.417 3.217 1.320 -0.283
Mn -0.227 -0.128 1.158 -0.273
C 2.955 -1.252 5.137 -0.220
H 0.894 -4.634 -2.220 0.441
H 6.110 4.293 0.828 0.427
H -5.160 3.597 0.454 0.413
C -2.206 3.694 -6.429 0.365
Sb -1.489 1.009 -2.422 0.387
H 1.733 -0.656 -1.483 0.513
C 4.639 3.535 2.197 -1.030
H 3.406 -6.183 2.611 0.528
H 4.483 4.494 -1.008 0.430
C -0.560 -1.882 -0.108 0.611
C -1.695 5.337 0.584 -1.011
H 4.110 0.395 5.180 0.234
H -5.178 -0.696 0.737 0.480
H -4.196 4.075 -5.831 0.433
H -3.461 -0.808 -0.900 0.264
C 1.359 -0.975 -2.413 0.107

[2]
112
Properties=species:S:1:pos:R:3:mulliken_charge:R:1 method="wB97M-V/def2-TZVPD" gap_ev="5.532 / 5.490" relative_energy_kj_mol=7.1 e_tot_ev=-129177.6800 homo_energy_ev="-4.19 / -4.19" total_charge=-1 spin_multiplicity=2
H -7.436 -1.886 1.770 0.380
C -5.718 -1.764 -1.143 0.650
C 5.086 3.532 -1.251 -0.714
C -0.080 0.924 -3.840 0.254
C -2.518 2.098 1.463 0.559
H 5.559 4.421 -0.861 0.453
N -4.229 3.357 4.500 1.069
C 1.932 -2.423 -2.478 -0.232
H -4.712 -0.017 -1.887 0.128
H -2.033 2.145 5.311 0.694
H 6.216 -2.639 1.819 0.361
H 0.849 -1.728 3.036 0.455
C 0.412 -2.609 2.597 0.008
C 5.542 2.955 -2.424 -0.694
O 0.799 0.427 3.426 -0.583
C 2.769 -3.476 -0.488 -0.387
C 4.943 1.807 -2.919 -0.915
H -0.412 -3.887 -0.423 0.392
S -2.543 -1.708 0.021 -0.375
H 1.960 4.186 -4.658 0.470
H 5.299 1.364 -3.837 0.500
C 1.416 2.744 -3.166 -0.522
N -0.129 0.883 4.091 1.010
O 0.855 1.003 -1.604 0.662
P 0.877 -1.509 -0.031 3.941
H 1.225 3.964 3.637 0.445
C -5.323 -0.430 -1.096 -0.015
C 2.094 -0.309 0.551 -0.198
C -1.248 1.450 3.447 -0.447
C -6.847 -1.472 0.963 -0.611
C -5.698 0.377 -0.036 -0.457
C 0.369 -2.741 1.218 0.050
H -0.514 5.383 2.619 0.445
C 0.068 1.437 -5.162 -1.563
C 0.756 1.569 -2.879 0.991
H -2.407 0.731 -5.089 0.584
C 1.441 3.265 -4.450 -0.989
H 6.490 -3.639 4.089 0.372
H 0.878 2.887 -6.486 0.412
C -2.697 2.285 -0.032 -0.127
H 4.537 -4.463 -3.190 0.377
H 2.315 2.183 2.307 0.372
O -0.106 0.883 5.322 -0.809
O -4.104 3.236 5.713 -0.672
H 6.357 3.412 -2.963 0.396
C 3.875 1.241 -2.248 0.255
H -1.282 -5.413 3.458 0.377
H -0.095 -3.495 4.475 0.472
C 3.390 1.843 -1.088 0.782
C 3.714 -4.152 -1.237 -0.722
H -6.766 0.491 1.819 0.452
C -2.702 -2.313 -1.621 0.568
H -1.178 4.999 0.250 0.408
P 1.869 1.177 -0.345 0.064
H -0.171 3.209 -1.032 0.016
O -5.148 3.980 3.980 -0.667
C 0.948 3.817 2.602 -0.789
C 1.153 2.582 0.556 1.000
C 1.555 2.814 1.867 -0.515
C -0.154 -3.588 3.399 -1.215
O -0.655 0.628 1.315 0.850
C -3.268 2.739 3.668 -1.079
C -1.432 1.337 2.020 0.560
C 4.403 -1.622 2.362 0.087
C -3.394 2.777 2.273 -0.911
C -6.470 -2.279 -0.094 -0.447
N 4.783 -2.817 4.848 -0.674
H 2.935 -2.948 -4.292 0.491
C -0.412 4.400 0.715 -0.777
H 1.924 3.268 -2.370 0.499
C 5.643 -3.004 3.859 -0.405
C -1.080 -0.065 -3.616 1.168
H -6.084 -3.376 -2.515 0.530
C -0.815 -4.665 2.834 -0.745
C -5.319 -2.637 -2.282 -1.160
C 3.782 -3.954 -2.606 -0.735
H 4.414 -4.810 -0.744 0.459
C -6.466 -0.140 0.993 -0.584
Tc -0.927 -0.084 -0.589 -0.990
C 2.881 -3.100 -3.224 -0.699
H 3.623 3.444 0.312 0.375
C -2.117 -0.243 -4.698 -2.049
C -2.175 2.105 4.241 -0.197
H -5.385 1.410 -0.014 0.506
C 5.497 -2.446 2.603 -0.660
Te 4.210 -0.723 0.438 0.391
H 3.399 0.347 -2.631 0.358
C -0.035 4.613 2.030 -0.757
H -5.076 -2.058 -3.171 0.315
C -0.322 -3.819 0.655 -0.859
H 3.071 -1.889 5.449 0.465
C 3.519 -1.389 3.406 0.232
N -1.256 -0.790 -2.489 1.929
C 0.171 3.382 -0.019 -0.397
C 1.872 -2.601 -1.103 -0.034
H -0.403 0.909 -5.974 0.521
O -2.167 1.428 -0.820 -1.076
H 1.226 -1.759 -2.961 0.249
H 2.703 -3.632 0.582 0.383
H -1.496 -5.567 1.008 0.447
S -3.816 -3.644 -1.889 -0.285
O -3.314 3.264 -0.431 -0.810
C 0.808 2.551 -5.461 -1.043
N -2.102 -1.827 -2.638 -1.581
H 2.679 -0.724 3.276 0.335
H -4.195 3.343 1.820 0.622
H -1.750 -0.866 -5.512 0.356
H -6.749 -3.324 -0.107 0.370
H -2.992 -0.733 -4.279 0.165
C -0.924 -4.767 1.455 -0.744
C 3.748 -2.026 4.615 -0.256
C 4.005 2.982 -0.586 -0.310

[3]
107
Properties=species:S:1:pos:R:3:mulliken_charge:R:1 method="wB97M-V/def2-TZVPD" gap_ev=5.280 relative_energy_kj_mol=437.1 e_tot_ev=-160431.5004 homo_energy_ev=-12.39 total_charge=+2
C 4.540 -0.137 -4.275 -1.823
H -4.744 -3.578 3.658 0.506
C -3.781 -3.043 0.447 -0.810
H 7.964 1.523 -1.652 0.425
C 0.984 -2.406 0.099 -1.455
C 2.742 1.921 1.741 -0.329
C -6.051 3.324 -2.060 -0.820
H 4.543 -2.680 -2.923 0.413
C 3.800 -3.206 -2.336 -0.892
H 2.391 -0.140 6.319 0.518
H 1.230 -5.072 -0.138 0.598
C 1.919 -0.769 5.576 -0.949
P 2.802 -0.712 -1.583 0.332
C 0.108 0.422 -4.482 -0.895
F -5.422 2.398 5.183 -0.342
H -2.818 3.941 1.575 1.063
H 2.865 -6.333 -1.471 0.443
C 0.429 2.285 1.160 -0.669
C -3.177 1.838 2.309 0.726
C 4.473 -0.091 -1.695 1.033
C 5.137 0.117 -0.480 -1.123
C -1.930 1.424 3.153 0.730
H 4.670 -0.198 0.447 0.757
N -2.845 1.828 -1.931 0.567
C 6.395 0.686 -0.451 -1.069
H 0.749 0.788 4.714 0.397
H 1.281 -2.532 -3.719 0.305
C 6.989 1.055 -1.651 -0.756
F 3.125 -2.603 6.381 -0.317
H -6.621 3.953 -1.391 0.474
H 0.094 2.117 -1.673 0.276
H -7.527 3.254 -3.593 0.406
H 3.771 -0.908 -4.243 0.163
Br -1.496 4.179 4.113 0.016
C 0.721 -2.458 3.715 -0.941
C 6.355 0.795 -2.854 -0.857
C -1.881 2.502 0.303 -0.012
C -1.264 2.808 2.753 0.362
C -5.797 2.104 -4.145 -0.470
H 1.911 -4.022 4.616 0.520
H -6.231 1.810 -5.091 0.425
C -2.462 -1.708 1.966 0.504
C 1.645 -2.974 4.608 -0.812
C -4.335 2.310 3.133 -1.409
H -0.310 -2.100 -4.337 0.518
C -4.775 2.878 -1.704 0.352
H -1.380 0.561 5.146 0.321
H 3.124 2.940 1.710 0.304
C 0.807 -0.424 -3.621 0.958
H -0.047 -2.552 -0.206 0.692
H 4.113 0.737 -4.770 0.462
C -0.622 2.082 0.139 0.152
C 0.376 -1.107 3.746 1.448
C 0.990 -0.269 4.675 -0.484
H 2.882 1.946 -2.309 0.470
C 0.385 1.777 -4.571 -0.686
H -0.174 2.397 -5.258 0.494
H -5.157 2.806 2.634 0.569
Sb -0.875 -0.351 2.213 0.292
H -2.238 -1.704 -0.176 0.435
H 6.906 0.838 0.488 0.482
N -4.054 3.103 -0.548 -0.537
C 0.168 2.751 2.378 -0.380
C -4.459 -3.549 1.540 0.177
C 1.937 -4.543 -0.766 -0.768
C 0.425 -1.876 -3.568 -1.475
C -2.335 2.969 1.647 -1.059
H -0.670 -0.001 -5.105 0.474
C -2.921 2.475 -0.721 0.487
C 1.832 0.141 -2.848 1.971
H 2.399 1.666 2.742 0.250
Au 1.264 -0.389 0.197 2.254
H 0.921 2.975 3.117 0.820
H -3.973 1.015 -4.478 0.442
H -4.047 -3.375 -0.547 0.504
H 6.860 1.030 -3.783 0.540
H -3.551 1.088 1.603 0.277
H -0.015 -2.133 -2.601 0.126
C 2.839 -2.499 -1.613 0.487
C -3.321 1.347 5.158 -0.867
C 1.935 -3.152 -0.791 0.116
C -3.172 -2.230 3.047 -0.427
C 2.861 -5.253 -1.517 -0.794
C -4.536 1.657 -3.814 -1.126
H -2.949 -1.915 4.059 0.457
C -4.376 2.041 4.429 0.074
H 1.604 3.390 -3.833 0.576
H 5.348 -0.506 -4.905 0.602
H -3.505 1.118 6.199 0.536
H -2.084 1.250 -2.244 -0.123
H 3.510 1.221 1.426 -0.053
H 1.082 -2.734 1.130 0.417
C 2.102 1.514 -2.925 -1.553
O 1.663 1.785 0.796 -0.664
C 3.804 -4.588 -2.293 -0.844
F -5.423 -4.445 1.334 -0.314
C 5.093 0.209 -2.918 1.409
C -4.038 2.070 -2.580 0.782
H 4.544 -5.146 -2.849 0.483
C -6.544 2.930 -3.283 -0.579
C 2.229 -2.114 5.523 0.119
C -2.160 1.046 4.575 -0.795
O -0.231 1.458 -1.035 -0.253
H 0.254 -3.127 3.003 0.460
C 1.383 2.333 -3.780 -1.004
C -4.178 -3.158 2.838 -0.740
C -2.775 -2.117 0.671 -0.475

[4]
111
Properties=species:S:1:pos:R:3:mulliken_charge:R:1 method="wB97M-V/def2-TZVPD" gap_ev=4.212 relative_energy_kj_mol=247.4 e_tot_ev=-161078.3359 homo_energy_ev=-0.65 total_charge=-2
C 0.610 2.958 0.044 -1.825
H 0.986 0.520 -5.476 0.342
C -0.396 -1.055 -5.052 -0.870
H 0.997 -9.178 -4.706 0.347
H 3.079 1.958 4.212 0.057
N 0.742 2.085 3.620 -1.135
C -1.890 3.934 2.523 0.124
H 4.192 0.127 -3.706 0.531
C -1.211 -3.207 6.076 -0.476
H -3.831 2.757 0.987 0.332
C 0.817 -8.288 -4.116 -0.500
H -7.372 1.082 -2.232 0.342
H -6.493 1.458 0.041 0.393
H -1.611 -4.723 3.067 0.439
C -4.054 1.042 -2.891 -0.002
H 6.556 1.718 -0.486 0.447
H -0.685 6.859 -1.935 0.313
H 0.425 -9.364 -2.305 0.338
C 0.499 -8.386 -2.766 -0.440
C 0.589 2.266 -3.514 -0.964
O -0.952 1.077 2.390 -0.581
H 1.142 -6.932 -5.747 0.333
C -0.592 -2.869 3.369 -0.438
C -0.191 -1.919 4.316 0.067
C -0.131 0.955 -3.703 0.132
C -1.426 3.072 -1.416 1.180
H -5.792 0.842 -4.132 0.416
H -0.175 -1.353 6.374 0.431
C 4.296 0.494 -2.694 -0.770
C 6.001 -1.360 2.326 -0.452
P -1.717 1.281 -1.251 2.059
C 6.213 -0.318 3.232 -0.710
H 4.479 1.714 0.904 0.492
C 3.620 -0.802 2.159 0.286
S 0.369 -2.166 -0.919 -0.209
N 1.579 1.101 3.120 0.755
H -2.799 5.866 -2.827 0.358
H 0.431 -3.920 -2.275 -0.135
C 3.205 0.532 -1.834 -0.369
C -0.478 1.986 3.144 0.490
H -1.614 3.729 1.495 0.879
H 7.201 -0.125 3.632 0.371
H 2.234 0.176 -2.167 0.518
C 0.692 -5.887 -3.943 -0.453
C -3.958 1.679 0.855 -1.652
C -1.303 -3.996 3.805 -0.477
C -0.258 3.649 -0.763 1.597
N -0.271 -2.642 2.025 0.914
C -3.060 5.249 4.162 -0.476
C -1.693 -0.766 -3.068 -0.169
C -0.908 5.810 -1.758 -0.753
C 5.614 1.382 -0.895 -0.773
H -1.457 -3.330 7.124 0.370
O 2.468 -1.027 1.644 -0.578
H 1.413 2.343 -4.227 0.474
N 3.278 0.977 -0.586 0.494
C -0.497 -2.094 5.653 -0.786
H -3.190 3.464 -2.571 0.239
H 0.988 2.357 -2.502 -0.166
H -2.162 -5.029 5.468 0.345
N -0.073 -4.801 -0.565 -0.665
C 0.904 -7.026 -4.694 -0.471
C 4.746 -1.598 1.814 -0.589
H -3.381 0.938 -3.730 0.487
C -3.535 1.224 -1.607 -0.413
C -5.804 1.333 -0.789 -0.600
C 5.506 0.936 -2.197 0.108
H -1.831 -2.488 -4.336 0.426
H 0.875 5.492 -0.636 0.374
H 0.768 -4.903 -4.391 0.432
N 0.192 -4.834 -1.865 0.532
C -1.698 3.392 4.858 -0.451
H 6.832 -1.988 2.021 0.379
C -1.119 0.487 -2.823 0.813
C -5.419 0.987 -3.124 -0.868
C -0.012 -3.601 -0.025 -0.397
C -0.031 5.050 -1.039 -1.660
H 0.039 -7.326 -0.947 0.384
C 4.455 1.381 -0.128 -0.435
C -1.363 -1.523 -4.177 -0.904
C 2.793 1.159 3.518 -1.786
H -3.105 5.631 2.047 0.435
H -1.283 2.768 5.640 0.433
H 0.436 1.931 0.316 -0.456
C -2.087 5.253 -2.286 -0.913
H -2.993 1.220 1.068 -0.185
H -0.085 3.110 -3.671 0.340
C 5.136 0.464 3.606 -0.432
C 0.384 -5.982 -2.576 0.511
Br 7.047 0.927 -3.323 -0.239
H -4.681 1.336 1.596 0.474
H 5.285 1.274 4.315 0.328
C -6.302 1.126 -2.064 -0.704
H -2.423 -1.150 -2.367 0.475
H 0.379 -1.052 3.997 0.612
H -2.804 4.646 6.205 0.346
H 1.424 3.460 0.553 0.074
Ba 0.494 -0.249 1.267 3.324
C 0.213 0.164 -4.802 -0.821
C -4.433 1.392 -0.540 0.874
N -0.316 -3.674 1.310 -0.660
H -3.720 6.074 4.409 0.358
C -1.370 3.129 3.534 -0.684
H 4.570 -2.403 1.109 0.434
C -2.722 4.997 2.839 -0.679
H -0.107 -1.637 -5.920 0.349
C 0.280 -7.257 -1.999 -0.427
C -2.305 3.894 -2.117 -0.693
C -1.608 -4.157 5.142 -0.518
C 3.850 0.259 3.097 0.888
C -2.545 4.446 5.171 -0.578